C21H13ClN4O3 in the gas phase at a distorted geometry, computed with ωB97M-V/def2-TZVPD.

Summary:
Orbital gap = 0.2955 hartree
Energy = -46611.8783 eV
SMILES string = O=C(Nc1ccc([N+](=O)[O-])cn1)c1cc(-c2cccc(Cl)c2)nc2ccccc12

Element x y z (Å)
O -3.25120 2.48510 0.57387
C -2.13379 2.02968 0.61397
N -1.06604 2.85262 0.91876
C 0.25255 2.57049 1.18265
N 1.07454 3.59896 0.96378
C 2.36164 3.45073 1.17743
C 2.90678 2.25280 1.63114
C 2.05279 1.18466 1.90915
C 0.70335 1.34180 1.69197
H 0.01232 0.55096 1.92951
H 2.46156 0.26424 2.29803
N 4.32257 2.12366 1.83666
O 4.73414 1.05526 2.23542
O 5.01286 3.09096 1.59713
H 2.99135 4.30778 0.98189
H -1.27063 3.84653 0.86947
C -1.79932 0.62295 0.25403
C -0.88304 0.38821 -0.74244
C -0.58940 -0.94347 -1.11927
N -1.16383 -1.97009 -0.53830
C -2.08499 -1.77313 0.41693
C -2.69633 -2.90305 1.00171
C -3.63873 -2.74669 1.97857
C -4.00925 -1.46435 2.41587
C -3.43255 -0.34761 1.87551
C -2.46421 -0.47319 0.86131
H -3.72559 0.63781 2.20386
H -4.75836 -1.36466 3.18687
H -4.10904 -3.61125 2.42286
H -2.39620 -3.87676 0.64859
C 0.40870 -1.24189 -2.15621
C 0.72355 -0.33925 -3.16961
C 1.67279 -0.66526 -4.12139
C 2.32382 -1.88589 -4.08113
C 2.00020 -2.78743 -3.07776
C 1.05134 -2.47846 -2.12207
H 0.79453 -3.17977 -1.34494
Cl 2.79633 -4.31992 -3.02129
H 3.06785 -2.14012 -4.81917
H 1.90888 0.03742 -4.90614
H 0.21188 0.60845 -3.23734
H -0.37381 1.21119 -1.21988